(1)
5 unconnected molecules or ions with the total composition C30H61BF3N7O6P, computed with the ωB97M-V functional and the def2-TZVPD basis.

The geometry in XYZ format:
```
109
Properties=species:S:1:pos:R:3
C 6.465 0.588 2.882
C 5.336 1.198 2.558
C 4.028 0.472 2.434
C 3.273 0.419 1.083
P 2.366 -1.301 1.015
C 3.751 -2.509 0.958
C 3.122 -3.920 1.044
C 1.709 -1.616 2.718
C 0.251 -2.114 2.691
C 4.033 0.358 -0.289
B 5.122 1.460 -0.828
N 5.005 1.822 -2.219
O 6.076 2.051 -0.063
C 2.883 0.574 -1.200
N 1.968 1.257 -0.629
O 0.780 1.603 -1.205
C 2.192 1.534 0.826
C 0.903 1.308 1.610
C -0.210 2.368 1.549
C -1.585 1.690 1.689
N -2.166 1.177 0.447
C 2.785 2.931 1.094
C 2.323 4.190 0.341
C 2.437 4.192 -1.146
F 1.305 3.978 -1.867
C 3.526 4.441 -1.828
F 3.615 4.471 -3.129
F 4.688 4.677 -1.261
H 6.479 -0.476 3.102
H 7.408 1.120 2.953
H 5.365 2.271 2.389
H 3.331 0.912 3.159
H 4.208 -0.547 2.785
H 4.470 -2.362 1.772
H 4.274 -2.432 0.006
H 2.046 -3.867 0.864
H 3.560 -4.563 0.282
H 3.268 -4.369 2.029
H 1.794 -0.728 3.347
H 2.341 -2.368 3.201
H -0.273 -1.815 3.600
H -0.295 -1.756 1.814
H 0.230 -3.208 2.657
H 4.484 -0.615 -0.501
H 5.720 2.488 -2.498
H 5.075 1.034 -2.854
H 6.504 1.466 0.578
H 2.777 0.248 -2.230
H 1.007 2.041 -2.045
H 1.211 1.215 2.657
H 0.467 0.344 1.326
H -0.195 2.891 0.588
H -0.103 3.103 2.352
H -2.281 2.430 2.097
H -1.504 0.861 2.393
H -1.862 0.234 0.239
H -1.947 1.765 -0.348
H 2.574 3.114 2.154
H 3.874 2.894 1.010
H 1.310 4.494 0.615
H 2.974 4.999 0.693
C 0.929 -3.961 -1.650
O 1.906 -3.232 -1.742
N 0.693 -5.012 -2.448
C -0.481 -5.844 -2.289
C 1.638 -5.306 -3.511
H 0.148 -3.810 -0.889
H -0.199 -6.879 -2.085
H -1.097 -5.820 -3.190
H -1.076 -5.471 -1.458
H 2.629 -5.507 -3.102
H 1.723 -4.460 -4.194
H 1.291 -6.178 -4.059
C -1.527 -0.959 -2.504
O -1.665 -2.161 -2.362
N -2.284 -0.191 -3.303
C -2.093 1.241 -3.422
C -3.351 -0.806 -4.075
H -0.751 -0.389 -1.961
H -2.995 1.779 -3.127
H -1.853 1.518 -4.450
H -1.270 1.545 -2.774
H -4.057 -1.295 -3.405
H -2.954 -1.562 -4.754
H -3.859 -0.028 -4.639
C -6.619 1.921 -4.451
O -5.405 2.052 -4.451
N -7.292 1.199 -3.537
C -8.730 1.041 -3.566
C -6.504 0.561 -2.495
H -7.265 2.385 -5.212
H -9.183 1.431 -2.653
H -9.003 -0.011 -3.666
H -9.136 1.587 -4.415
H -5.957 1.316 -1.929
H -5.782 -0.105 -2.963
H -7.151 0.000 -1.826
C -2.327 -0.057 5.412
O -1.500 0.495 4.702
N -3.655 0.081 5.284
C -4.587 -0.594 6.165
C -4.173 0.938 4.229
H -2.038 -0.727 6.239
H -5.243 -1.258 5.599
H -5.203 0.128 6.703
H -4.035 -1.188 6.891
H -3.857 0.582 3.248
H -3.807 1.958 4.351
H -5.259 0.936 4.277
```

Calculated values
**Charge**: +1
**HOMO-LUMO gap**: 8.08 eV
**Multiplicity**: 1
**LUMO**: -2.5 eV
**HOMO**: -10.561 eV

Results of the Löwdin charge analysis, in e, for atoms 1 through 5: 0.026, -0.181, -0.157, -0.369, 1.093

=====

(2)
6 unconnected molecules or ions with the total composition C30H61Cl3F8O, computed with the ωB97M-V functional and the def2-TZVPD basis.

The geometry in XYZ format:
```
103
Properties=species:S:1:pos:R:3
C -1.637 5.068 4.031
C -1.905 5.157 2.549
C -1.414 3.949 1.762
F -0.123 3.713 2.073
F -2.137 2.844 2.095
F -3.228 5.329 2.306
F -1.259 6.241 2.030
O -2.091 6.277 4.655
C -1.140 7.025 5.241
C -1.737 8.370 5.635
F -2.793 8.155 6.447
F -0.804 9.053 6.332
F -0.642 6.400 6.336
F -0.092 7.263 4.414
H -0.594 4.843 4.234
H -2.237 4.281 4.491
H -1.508 4.096 0.684
H -2.030 8.959 4.768
C -4.265 -2.414 -3.240
C -5.240 -3.567 -3.014
C -6.222 -3.785 -4.160
C -5.553 -4.197 -5.462
C -4.806 -5.522 -5.442
C -5.692 -6.700 -4.999
H -3.824 -2.051 -2.315
H -4.848 -1.598 -3.681
H -3.472 -2.654 -3.949
H -4.749 -4.515 -2.773
H -5.839 -3.334 -2.124
H -6.776 -2.863 -4.369
H -6.978 -4.530 -3.896
H -6.265 -4.234 -6.293
H -4.839 -3.412 -5.745
H -4.400 -5.719 -6.435
H -3.958 -5.513 -4.749
H -5.204 -7.648 -5.236
H -5.857 -6.701 -3.920
H -6.667 -6.698 -5.492
C 0.419 1.756 4.863
C 1.241 1.374 3.649
C 2.159 0.176 3.936
C 3.156 -0.045 2.793
C 4.285 -1.046 3.121
C 3.779 -2.470 3.184
H 1.044 2.157 5.665
H -0.164 0.914 5.238
H -0.292 2.551 4.625
H 0.528 1.099 2.864
H 1.894 2.173 3.297
H 1.573 -0.740 4.039
H 2.688 0.380 4.872
H 2.617 -0.414 1.914
H 3.637 0.904 2.541
H 4.991 -0.975 2.287
H 4.786 -0.703 4.029
H 3.433 -2.751 2.180
H 4.512 -3.227 3.456
H 2.901 -2.557 3.827
C 5.040 2.407 -0.036
C 3.811 3.203 -0.488
C 2.505 2.516 -0.127
C 1.281 3.217 -0.714
C 1.158 3.217 -2.209
C -0.132 3.923 -2.626
H 5.950 2.915 -0.358
H 5.042 1.404 -0.468
H 5.067 2.296 1.050
H 3.804 4.168 0.026
H 3.902 3.348 -1.564
H 2.401 2.474 0.959
H 2.473 1.481 -0.477
H 0.376 2.740 -0.316
H 1.218 4.249 -0.345
H 1.993 3.695 -2.725
H 1.102 2.201 -2.617
H -0.215 4.932 -2.223
H -0.225 3.942 -3.716
H -1.009 3.346 -2.311
C 1.512 -5.383 -3.496
C 1.539 -5.547 -1.978
C 2.861 -5.114 -1.347
C 3.186 -3.635 -1.484
C 2.114 -2.719 -0.921
C 2.550 -1.238 -0.915
H 0.980 -4.489 -3.823
H 1.012 -6.231 -3.968
H 2.526 -5.358 -3.901
H 0.723 -4.986 -1.515
H 1.385 -6.596 -1.717
H 3.668 -5.689 -1.818
H 2.875 -5.404 -0.291
H 4.120 -3.408 -0.960
H 3.389 -3.415 -2.540
H 1.174 -2.793 -1.470
H 1.941 -3.037 0.114
H 1.860 -0.649 -0.322
H 3.566 -1.164 -0.521
H 2.557 -0.903 -1.955
C -1.486 -0.275 0.256
Cl -0.678 0.113 -1.266
Cl -0.636 -1.564 1.108
Cl -3.159 -0.728 -0.032
H -1.481 0.613 0.875
```

Calculated values
**HOMO-LUMO gap**: 11.40 eV
**Multiplicity**: 1
**LUMO**: 0.5 eV
**HOMO**: -10.893 eV
**SMILES**: FC(F)C(F)(F)COC(F)(F)C(F)F.ClC(Cl)Cl.CCCCCC.CCCCCC.CCCCCC.CCCCCC

Results of the Löwdin charge analysis, in e, for atoms 1 through 5: -0.038, -0.444, -0.292, 0.090, 0.082

=====

(3)
A molecular structure, C30H61FN8O13PV, computed with the ωB97M-V functional and the def2-TZVPD basis.

The geometry in XYZ format:
```
115
Properties=species:S:1:pos:R:3
O 3.315 -22.868 -4.762
V 3.729 -21.684 -3.846
P 2.224 -20.153 -2.317
O 2.653 -21.677 -2.250
O 0.834 -19.944 -1.864
O 2.579 -19.978 -3.874
O 3.201 -19.268 -1.537
C -0.503 -23.133 -3.609
C -0.941 -23.620 -2.241
O -1.768 -24.501 -2.069
N -0.253 -23.055 -1.175
C -0.522 -23.437 0.157
H -1.409 -23.104 -4.185
H 0.121 -23.921 -4.066
H 0.004 -22.121 -3.580
H 0.479 -22.468 -1.390
H 0.088 -22.863 0.858
H -0.261 -24.481 0.396
H -1.596 -23.384 0.504
C -0.850 -17.255 -3.418
C -1.322 -16.126 -2.566
O -1.175 -14.926 -2.886
N -1.767 -16.568 -1.390
C -2.427 -15.814 -0.339
H -1.614 -17.985 -3.665
H 0.032 -17.743 -2.972
H -0.446 -16.814 -4.370
H -1.895 -17.550 -1.265
H -2.651 -16.479 0.481
H -3.346 -15.295 -0.661
H -1.788 -15.023 0.090
C 2.496 -14.964 -2.371
C 3.765 -15.283 -1.466
O 4.370 -14.314 -1.085
N 3.989 -16.545 -1.037
C 5.121 -16.709 -0.119
H 1.781 -15.718 -2.113
H 2.829 -14.886 -3.416
H 2.199 -13.941 -2.041
H 3.513 -17.423 -1.257
H 5.097 -15.904 0.636
H 6.117 -16.516 -0.592
H 5.075 -17.696 0.378
C 4.584 -19.600 -6.546
C 5.333 -19.587 -5.232
O 5.429 -20.644 -4.578
N 5.827 -18.444 -4.783
C 6.268 -18.307 -3.399
H 3.540 -19.864 -6.376
H 5.146 -20.314 -7.154
H 4.552 -18.569 -6.926
H 5.309 -17.712 -5.126
H 5.742 -17.487 -2.896
H 7.325 -18.066 -3.298
H 6.043 -19.268 -2.979
C 0.178 -19.684 -6.138
C 0.864 -18.428 -6.533
O 0.620 -17.981 -7.613
N 1.793 -17.962 -5.665
C 2.650 -16.915 -6.038
H -0.717 -19.436 -5.521
H 0.798 -20.291 -5.438
H -0.089 -20.226 -7.070
H 1.866 -18.324 -4.727
H 3.098 -17.029 -7.047
H 3.407 -16.792 -5.255
H 2.197 -15.904 -6.091
C -2.672 -20.789 -2.040
C -2.704 -20.078 -0.701
O -3.675 -20.094 0.008
N -1.515 -19.408 -0.358
C -1.369 -19.175 1.098
H -2.877 -21.844 -1.897
H -1.734 -20.691 -2.551
H -3.488 -20.411 -2.670
H -0.634 -19.663 -0.785
H -0.637 -18.391 1.256
H -0.979 -20.119 1.582
H -2.355 -18.943 1.521
C 6.923 -23.229 -1.113
C 5.794 -22.343 -1.610
O 5.201 -22.623 -2.647
N 5.512 -21.252 -0.932
C 5.895 -21.071 0.445
H 6.557 -23.836 -0.300
H 7.717 -22.575 -0.764
H 7.229 -24.018 -1.824
H 4.836 -20.499 -1.253
H 5.278 -20.263 0.850
H 6.927 -20.906 0.704
H 5.544 -21.974 0.949
C 2.642 -20.408 1.919
C 2.086 -19.049 2.154
O 1.665 -18.772 3.269
N 2.034 -18.216 1.107
C 1.411 -16.885 1.222
H 3.356 -20.558 2.730
H 3.242 -20.310 0.997
H 1.885 -21.168 1.846
H 2.315 -18.580 0.203
H 0.875 -16.783 0.272
H 2.166 -16.033 1.276
H 0.727 -16.889 2.115
F 3.600 -27.727 0.914
C 3.570 -26.372 0.784
C 3.018 -25.851 -0.349
C 2.935 -24.479 -0.537
C 3.309 -23.663 0.518
C 3.889 -24.223 1.641
C 3.960 -25.618 1.858
H 2.814 -26.505 -1.173
H 2.529 -24.069 -1.491
H 3.252 -22.584 0.357
H 4.241 -23.582 2.463
H 4.360 -26.078 2.753
```

Calculated values
**Charge**: -1
**HOMO-LUMO gap (alpha / beta)**: 8.91 / 8.91 eV
**Multiplicity**: 2
**LUMO (alpha / beta)**: 1.9 / 1.9 eV
**HOMO (alpha / beta)**: -7.048 / -7.050 eV

Results of the Löwdin charge analysis, in e, for atoms 1 through 5: -0.313, 0.919, 0.058, -0.403, -0.306

=====

(4)
C30H62 in the gas phase, computed with the ωB97M-V functional and the def2-TZVPD basis.

The geometry in XYZ format:
```
92
Properties=species:S:1:pos:R:3
C 0.262 -9.625 3.948
H 0.347 -10.707 3.879
H -0.785 -9.356 3.826
H 0.581 -9.319 4.942
C 1.123 -8.948 2.883
C 2.580 -9.377 3.045
H 2.974 -9.023 3.995
H 3.198 -8.981 2.244
H 2.657 -10.462 3.026
C 0.965 -7.426 2.975
C 1.623 -6.666 1.825
H 2.706 -6.797 1.865
C 1.305 -5.173 1.893
H 0.232 -5.023 1.752
H 1.556 -4.816 2.895
C 2.070 -4.326 0.868
C 1.621 -4.644 -0.556
H 0.563 -4.417 -0.678
H 1.776 -5.695 -0.786
H 2.184 -4.060 -1.279
C 1.879 -2.838 1.186
C 2.799 -1.918 0.384
H 2.507 -1.919 -0.666
H 3.818 -2.311 0.439
C 2.818 -0.482 0.912
H 3.106 -0.511 1.966
H 3.592 0.077 0.379
C 1.494 0.284 0.786
C 1.163 0.570 -0.677
H 0.184 1.032 -0.770
H 1.905 1.240 -1.109
H 1.149 -0.348 -1.257
H 0.692 -0.326 1.213
C 1.588 1.580 1.602
C 0.288 2.379 1.647
C 0.377 3.553 2.622
C -0.898 4.401 2.649
H -1.748 3.726 2.755
H -0.881 5.047 3.531
C -1.084 5.277 1.405
C -0.170 6.502 1.466
H -0.432 7.130 2.315
H 0.871 6.208 1.567
H -0.266 7.096 0.559
C -2.534 5.752 1.238
C -3.590 4.656 1.060
H -4.535 5.140 0.805
C -3.261 3.590 0.012
H -2.399 3.019 0.360
C -2.968 4.113 -1.400
C -4.211 4.743 -2.023
H -4.563 5.576 -1.421
H -3.996 5.119 -3.019
H -5.011 4.009 -2.096
H -2.186 4.876 -1.341
C -2.438 2.959 -2.262
C -1.821 3.405 -3.586
C -1.171 2.230 -4.315
H -1.912 1.432 -4.412
H -0.347 1.840 -3.712
C -0.647 2.579 -5.712
C -0.221 1.304 -6.439
H 0.135 1.535 -7.441
H 0.581 0.810 -5.895
H -1.056 0.611 -6.525
C 0.525 3.555 -5.650
H 1.331 3.139 -5.047
H 0.910 3.747 -6.649
H 0.224 4.505 -5.217
H -1.460 3.046 -6.280
H -2.588 3.840 -4.229
H -1.075 4.176 -3.386
H -3.248 2.252 -2.456
H -1.670 2.425 -1.695
H -4.104 2.896 -0.044
H -3.749 4.145 2.013
H -2.810 6.347 2.113
H -2.572 6.418 0.373
H -0.809 4.698 0.521
H 0.558 3.160 3.626
H 1.234 4.175 2.358
H -0.531 1.722 1.950
H 0.064 2.757 0.649
H 1.873 1.324 2.626
H 2.382 2.207 1.189
H 2.080 -2.680 2.249
H 0.836 -2.572 1.004
H 3.137 -4.563 0.958
H 1.269 -7.081 0.880
H 1.382 -7.081 3.924
H -0.102 -7.188 2.980
H 0.773 -9.273 1.896
```

Calculated values
**HOMO-LUMO gap**: 11.12 eV
**Multiplicity**: 1
**LUMO**: 0.9 eV
**HOMO**: -10.261 eV

Results of the natural (NBO) charge analysis, in e, for atoms 1 through 5: -0.598, 0.205, 0.205, 0.200, -0.209